No. 1
A 3-piece molecular cluster, CH9NO3 overall, computed with ωB97M-V/def2-TZVPD.

The geometry in XYZ format:
```
14
Properties=species:S:1:pos:R:3:mulliken_charge:R:1
N 0.2726 -1.7273 0.3175 -0.36
C 1.0854 -1.1698 -0.7218 -0.16
O 0.2669 -0.3684 -1.5615 -0.54
H -0.7166 -1.5837 0.3076 0.15
H 0.6264 -2.4420 0.9140 0.15
H 1.5057 -1.9286 -1.3907 0.25
H 1.8471 -0.5166 -0.2907 0.23
H -0.0086 0.3312 -0.9485 0.27
O -1.9302 1.0281 0.0003 -0.64
H -1.1625 1.1197 0.5717 0.36
H -1.8323 0.3243 -0.6411 0.33
O 0.3661 1.8349 1.5565 -0.68
H 0.5668 1.0561 2.0788 0.33
H 0.7585 2.6372 1.8872 0.29
```

Results
- SMILES: NCO.O.O
- 2S+1: 1
- Total charge: 0
- HOMO-LUMO gap: 9.7 eV
- E_HOMO: -9.2 eV
- E_LUMO: 0.5240 eV

=====

No. 2
C4H9NO3 as an isolated structure, computed with ωB97M-V/def2-TZVPD.

The geometry in XYZ format:
```
17
Properties=species:S:1:pos:R:3:mulliken_charge:R:1
C 1.3169 -0.6712 1.7509 -0.86
N 1.0728 -0.5886 0.3104 -0.37
C 0.2230 0.4591 -0.2444 -0.16
C 0.1146 0.3771 -1.8118 -0.35
O -0.5327 1.6016 -2.2140 -0.61
C -1.2380 0.0402 0.1816 0.17
O -2.0991 0.7591 -0.5960 -0.47
O -1.1911 -1.4201 0.1448 -0.58
H 1.7113 0.3035 2.0156 0.39
H 2.1826 -1.3038 1.8388 0.33
H 0.4349 -0.8526 2.4997 0.26
H 0.0479 -1.4272 0.2105 0.55
H 0.2735 1.5476 0.0784 0.41
H -0.5591 -0.5359 -1.9348 0.27
H 1.1324 0.1124 -2.2488 0.33
H -1.6257 1.3203 -1.3199 0.43
H -1.2640 0.2785 1.3390 0.26
```

Results
- 2S+1: 1
- Total charge: 0
- HOMO-LUMO gap: 5.7 eV
- E_HOMO: -9.8 eV
- E_LUMO: -4.1152 eV

=====

No. 3
F2Pb as an isolated structure, computed with ωB97M-V/def2-TZVPD.

The geometry in XYZ format:
```
3
Properties=species:S:1:pos:R:3:mulliken_charge:R:1
Pb -1.5150 -1.5574 0.0636 1.26
F 2.2949 -0.4439 0.6356 -0.63
F -0.7800 2.0013 -0.6991 -0.63
```

Results
- 2S+1: 1
- Total charge: 0
- HOMO-LUMO gap: 4.4 eV
- E_HOMO: -8.9 eV
- E_LUMO: -4.5580 eV

=====

No. 4
C39H38AsN3O6PPtS as an isolated structure, computed with ωB97M-V/def2-TZVPD.

The geometry in XYZ format:
```
90
Properties=species:S:1:pos:R:3:mulliken_charge:R:1
Pt -0.2736 0.2072 0.4409 2.39
C -1.3441 -0.8756 3.2517 -1.04
N -0.3557 -0.9178 2.1518 0.24
C 0.8393 -1.4051 2.4619 0.34
C 1.9028 -1.2512 1.6064 -0.76
C 3.2814 -1.5538 1.6056 -0.99
C 3.8127 -0.9118 0.5072 -1.16
C 2.7597 -0.2271 -0.1408 -0.44
N 1.6341 -0.4504 0.5168 0.93
C -2.2144 -2.1027 3.4050 0.67
C -1.6451 -3.3046 3.8249 -0.51
C -2.4147 -4.4488 3.9542 -0.79
C -3.7772 -4.4022 3.6852 -0.69
C -4.3606 -3.2030 3.3107 -0.63
C -3.5820 -2.0603 3.1769 0.62
H -1.9448 0.0225 3.1596 -0.33
H -0.7573 -0.7583 4.1656 0.73
H 0.9519 -1.8989 3.4203 0.42
H 3.8008 -2.1557 2.3332 0.55
H 4.8367 -0.9183 0.1742 0.50
H 2.7893 0.3799 -1.0337 0.76
H -0.5886 -3.3509 4.0635 0.28
H -1.9558 -5.3733 4.2784 0.44
H -4.3823 -5.2930 3.7883 0.42
H -5.4266 -3.1512 3.1285 0.46
H -4.0566 -1.1229 2.9181 0.13
O 0.5260 1.9152 1.5077 -0.84
S 0.6487 2.7765 0.2880 1.26
O 1.8530 3.5020 0.1257 -0.63
O 0.3043 1.8114 -0.8340 -0.85
C -0.7250 3.8515 0.3789 0.13
C -0.5236 5.2175 0.4255 -0.44
C -1.6239 6.0531 0.5593 -0.81
C -2.8924 5.5078 0.6565 -0.88
C -3.0791 4.1312 0.6104 -0.25
C -1.9942 3.2742 0.4634 -0.01
P -2.3238 1.4810 0.1941 0.88
C -2.8867 1.4697 -1.5301 0.99
C -2.0324 1.0368 -2.5427 -0.72
C -2.4334 1.1203 -3.8694 -0.64
C -3.6778 1.6346 -4.1932 -0.83
C -4.5259 2.0854 -3.1884 -0.93
C -4.1321 2.0129 -1.8643 -0.57
C -3.7482 1.2379 1.2931 1.34
C -3.6307 1.7235 2.5990 -1.14
C -4.6818 1.6018 3.4917 -0.91
C -5.8700 1.0074 3.0859 -0.75
C -5.9995 0.5330 1.7892 -0.96
C -4.9429 0.6421 0.8952 -0.74
H 0.4827 5.6081 0.3597 0.62
H -1.4866 7.1250 0.5926 0.42
H -3.7520 6.1551 0.7671 0.47
H -4.0822 3.7347 0.6926 0.36
H -1.0405 0.6590 -2.3305 0.33
H -1.7568 0.7873 -4.6455 0.54
H -3.9867 1.6967 -5.2282 0.42
H -5.4926 2.5022 -3.4376 0.48
H -4.7973 2.3878 -1.0989 0.34
H -2.7200 2.2222 2.9137 0.60
H -4.5785 1.9808 4.4995 0.47
H -6.6945 0.9183 3.7806 0.44
H -6.9266 0.0787 1.4658 0.49
H -5.0642 0.2700 -0.1107 0.41
O 1.0096 -0.1668 -2.5567 -0.42
N 1.6905 -1.2082 -2.3973 0.64
O 2.6371 -1.4714 -3.1151 -0.76
O 1.2513 -2.0797 -1.5809 -0.32
C -3.0719 -1.7965 -0.3749 -0.75
As -1.1748 -1.7691 -0.7698 1.69
C -0.6091 -3.4060 0.0716 -1.06
C -1.3854 -2.0315 -2.7125 -1.36
C -1.5062 -3.5072 -2.9669 -0.53
C -2.7647 -4.1036 -3.0200 -0.14
C -2.8930 -5.4683 -3.2332 -0.84
C -1.7594 -6.2505 -3.3990 -0.49
C -0.5024 -5.6606 -3.3643 -0.82
C -0.3717 -4.2980 -3.1490 -0.07
H -3.4063 -2.8024 -0.6326 0.76
H -3.5853 -1.0741 -1.0047 0.30
H -3.2771 -1.6218 0.6712 -0.29
H -1.2893 -4.1849 -0.2719 0.54
H -0.6874 -3.3045 1.1491 -0.01
H 0.4067 -3.6294 -0.2378 0.41
H -0.5785 -1.5577 -3.2535 1.03
H -2.3197 -1.5236 -2.9493 0.63
H -3.6547 -3.4915 -2.9202 0.46
H -3.8765 -5.9170 -3.2823 0.42
H -1.8550 -7.3147 -3.5689 0.41
H 0.3829 -6.2652 -3.5104 0.44
H 0.6085 -3.8410 -3.1080 0.48
```

Results
- 2S+1: 1
- Total charge: +1
- HOMO-LUMO gap: 6.6 eV
- E_HOMO: -10.9 eV
- E_LUMO: -4.2709 eV